[1]
{
  "formula": "C31H57N2O11PtS5",
  "method": "ωB97M-V with the def2-TZVPD basis set",
  "homo_energy_ev": [-10.1, -10.1],
  "spin_multiplicity": 3,
  "total_charge": 1,
  "e_above_lowest_ev": 0.000,
  "gap_ev": [8.1, 6.9],
  "species": ["Pt", "C", "C", "C", "O", "H", "H", "H", "H", "H", "H", "H", "C", "C", "C", "S", "O", "O", "C", "H", "H", "H", "H", "H", "H", "H", "H", "C", "C", "C", "S", "O", "O", "C", "H", "H", "H", "H", "H", "H", "H", "H", "C", "C", "C", "S", "O", "O", "C", "H", "H", "H", "H", "H", "H", "H", "H", "C", "C", "C", "S", "O", "O", "C", "H", "H", "H", "H", "H", "H", "H", "H", "C", "C", "C", "S", "O", "O", "C", "H", "H", "H", "H", "H", "H", "H", "H", "N", "C", "C", "C", "C", "H", "H", "H", "H", "H", "N", "C", "C", "C", "C", "H", "H", "H", "H", "H"],
  "positions_angstrom": [[0.657, 1.076, -2.175], [-0.800, -0.151, 0.931], [0.292, -1.076, 0.436], [-0.041, -2.559, 0.369], [0.897, -0.631, -0.764], [-1.269, -0.640, 1.794], [-1.555, 0.007, 0.158], [-0.372, 0.775, 1.309], [1.160, -0.979, 1.125], [0.645, -3.285, -0.070], [-0.961, -2.618, -0.223], [-0.155, -2.889, 1.408], [-2.720, -3.278, -3.958], [-3.265, -2.252, -4.961], [-2.220, -1.225, -5.426], [-0.885, -1.276, -4.156], [-0.840, -0.047, -3.361], [0.354, -1.807, -4.673], [-1.702, -2.522, -3.107], [-2.159, -4.033, -4.510], [-3.521, -3.736, -3.386], [-4.283, -1.925, -4.749], [-3.483, -2.827, -5.870], [-2.507, -0.177, -5.362], [-1.760, -1.540, -6.355], [-2.206, -1.877, -2.378], [-1.107, -3.208, -2.509], [5.055, 1.785, 1.517], [5.166, 2.939, 0.506], [3.807, 3.651, 0.443], [2.591, 2.298, 0.424], [2.328, 1.878, -0.974], [1.506, 2.474, 1.359], [3.718, 1.086, 1.187], [5.059, 2.209, 2.526], [5.959, 1.179, 1.543], [5.241, 2.411, -0.451], [6.023, 3.584, 0.669], [3.647, 4.442, -0.278], [3.553, 3.953, 1.468], [3.832, 0.130, 0.686], [3.345, 0.921, 2.198], [4.263, -1.615, -1.413], [3.857, -2.735, -2.368], [3.748, -2.115, -3.804], [3.664, -0.343, -3.608], [2.310, 0.030, -3.225], [4.304, 0.327, -4.706], [4.677, -0.304, -2.133], [5.106, -1.910, -0.784], [3.429, -1.556, -0.708], [2.785, -2.938, -2.298], [4.416, -3.653, -2.225], [2.905, -2.543, -4.338], [4.677, -2.341, -4.333], [4.426, 0.670, -1.722], [5.687, -0.498, -2.483], [-2.080, 5.338, 0.701], [-2.852, 4.205, 1.432], [-2.192, 2.897, 1.076], [-2.101, 3.005, -0.693], [-3.413, 2.839, -1.271], [-1.014, 2.192, -1.203], [-1.588, 4.747, -0.638], [-1.179, 5.552, 1.290], [-2.546, 6.319, 0.688], [-3.839, 4.392, 0.987], [-3.093, 4.341, 2.483], [-2.716, 1.991, 1.369], [-1.143, 2.890, 1.383], [-1.821, 5.265, -1.568], [-0.498, 4.697, -0.670], [-5.869, -1.018, -0.011], [-5.238, -2.450, -0.180], [-4.144, -2.675, 0.859], [-4.791, -1.872, 2.334], [-3.752, -1.344, 3.189], [-5.815, -2.747, 2.863], [-5.565, -0.524, 1.395], [-6.902, -1.111, -0.327], [-5.308, -0.409, -0.718], [-4.771, -2.572, -1.158], [-5.977, -3.237, -0.025], [-3.330, -1.988, 0.594], [-3.807, -3.681, 1.076], [-4.784, 0.237, 1.397], [-6.353, -0.181, 2.064], [-2.762, 4.084, 4.490], [-1.408, 3.929, 4.368], [-1.197, 2.592, 4.086], [-2.433, 1.950, 4.084], [-3.423, 2.904, 4.293], [-3.144, 5.013, 4.526], [-0.699, 4.731, 4.470], [-0.200, 2.203, 3.946], [-2.594, 0.890, 3.959], [-4.491, 2.895, 4.174], [3.492, -2.816, 2.264], [3.608, -4.169, 2.114], [4.695, -4.644, 2.818], [5.422, -3.477, 3.217], [4.569, -2.429, 3.026], [2.785, -2.275, 1.804], [2.888, -4.736, 1.542], [5.059, -5.656, 2.860], [6.381, -3.406, 3.701], [4.659, -1.395, 3.325]],
  "forces_ev_per_angstrom": [[-0.145, -1.270, 1.195], [-0.185, -1.019, 0.669], [2.482, 0.741, -0.727], [-1.017, 0.243, 0.270], [-0.156, 0.025, -1.009], [-0.238, 0.133, -0.031], [0.072, 0.114, -0.011], [-0.051, 0.112, -0.374], [-0.446, -0.059, 0.595], [0.569, 0.675, -0.252], [-0.218, -0.434, 0.391], [-0.609, -0.147, -0.174], [1.088, 1.017, -0.436], [-0.871, -1.117, -1.817], [0.435, 0.222, 1.672], [0.396, -2.079, 0.832], [-0.529, 0.273, -0.785], [-0.395, 0.384, -0.262], [-1.114, 0.277, 0.902], [-0.245, -0.252, 0.084], [0.107, -0.055, 0.121], [0.421, 0.831, 0.647], [0.040, 0.000, 0.022], [-0.312, -0.054, -0.567], [0.126, 0.373, -0.096], [-0.124, -0.047, -0.039], [0.818, 0.354, -0.405], [0.155, 1.328, -0.117], [-0.477, -0.975, -0.967], [-0.336, -0.651, 1.794], [0.926, -1.622, -0.537], [0.417, 1.085, 1.013], [-0.019, 0.594, -0.722], [0.791, 0.039, 1.734], [-0.477, -0.010, -0.004], [-0.270, -0.415, -0.568], [0.619, 0.446, -0.254], [-0.126, 0.197, -0.075], [-0.091, -0.148, -0.191], [0.226, 0.817, -0.174], [-0.292, 0.203, -0.492], [-0.867, -0.402, -0.395], [0.065, 0.199, 1.741], [-1.751, 1.218, -1.432], [1.379, -1.278, 0.180], [0.631, -0.543, -0.135], [0.160, -0.132, -0.394], [-0.386, 0.097, 0.155], [-1.121, -1.460, -0.717], [0.075, -0.121, -0.156], [0.001, 0.815, -0.146], [0.190, -0.428, 1.279], [0.192, 0.053, -0.539], [-0.079, 0.409, -0.203], [-0.151, 0.461, -0.396], [0.469, -0.113, 0.514], [0.214, 0.829, 0.013], [1.640, -0.463, 1.162], [-1.518, 1.694, -0.752], [-0.002, 0.027, -0.452], [-0.681, 0.871, 0.372], [0.479, 0.007, -0.049], [0.156, -0.028, -0.261], [0.532, 0.106, -0.565], [0.107, -0.153, -0.089], [-0.651, -0.296, -0.516], [-0.216, -1.248, -0.161], [0.923, 0.036, -0.379], [0.074, 0.045, 0.033], [-0.159, -0.170, 0.276], [-0.640, -0.074, 0.109], [-0.004, -0.147, 0.229], [1.056, -1.200, -0.398], [-0.053, -0.744, 0.529], [0.227, 1.770, 0.168], [-0.388, -0.665, -0.482], [-0.236, -0.132, -0.201], [0.264, 0.465, 0.049], [0.400, 0.041, 0.892], [-0.166, 0.465, 0.309], [-0.395, 0.383, -0.010], [-0.333, 0.014, -0.157], [-0.172, 0.134, -0.269], [0.416, -0.491, 0.082], [-0.070, -0.066, -0.075], [-0.112, 0.120, -0.094], [-0.333, 0.003, -0.390], [0.461, 0.985, 0.382], [-0.318, -1.020, -0.357], [1.088, 1.131, 0.562], [-1.260, -0.490, -0.105], [0.988, -0.143, -0.143], [-0.473, -0.173, 0.280], [-0.150, 0.155, 0.086], [-0.152, -0.366, 0.018], [-0.130, 0.037, -0.121], [-0.082, -0.230, 0.356], [0.714, -1.190, 0.471], [-0.508, -1.224, 0.208], [0.605, 0.899, -1.463], [-0.995, -0.286, 1.062], [0.329, 1.689, -0.800], [-0.059, 0.313, 0.274], [-0.082, 0.109, 0.097], [-0.162, -0.075, -0.067], [-0.099, -0.133, 0.217], [0.175, -0.024, -0.093]],
  "lowdin_spin": [1.438, 0.006, 0.023, 0.008, 0.300, 0.000, -0.001, 0.000, 0.004, 0.000, 0.000, 0.002, 0.000, 0.001, 0.005, 0.010, 0.039, 0.000, 0.000, 0.000, 0.000, 0.000, 0.000, 0.000, 0.001, 0.000, 0.000, 0.000, 0.000, 0.004, 0.010, 0.040, -0.001, 0.001, 0.000, 0.000, 0.000, 0.000, 0.000, 0.001, 0.000, 0.000, 0.001, 0.000, 0.003, 0.007, 0.041, 0.004, 0.000, 0.000, 0.001, 0.000, 0.000, 0.000, 0.000, 0.000, 0.000, 0.000, 0.000, 0.001, 0.006, 0.003, 0.037, 0.001, 0.000, 0.000, 0.000, 0.000, 0.000, 0.000, 0.000, 0.000, 0.000, 0.000, 0.000, 0.000, 0.000, 0.000, 0.000, 0.000, 0.000, 0.000, 0.000, 0.000, 0.000, 0.000, 0.000, 0.000, 0.000, 0.000, 0.000, 0.000, 0.000, 0.000, 0.000, 0.000, 0.000, 0.000, 0.000, 0.000, 0.000, 0.000, 0.000, 0.000, 0.000, 0.000, 0.000]
}

---

[2]
{
  "formula": "C7H14BrN4",
  "method": "ωB97M-V with the def2-TZVPD basis set",
  "homo_energy_ev": [-7.9, -12.4],
  "spin_multiplicity": 3,
  "total_charge": 1,
  "e_above_lowest_ev": 0.000,
  "gap_ev": [4.6, 6.6],
  "species": ["C", "C", "C", "C", "C", "C", "C", "N", "N", "N", "N", "Br", "H", "H", "H", "H", "H", "H", "H", "H", "H", "H", "H", "H", "H", "H"],
  "positions_angstrom": [[0.259, -0.133, -3.318], [0.052, 0.331, -1.196], [0.674, 1.328, -1.887], [-0.735, -1.869, 1.804], [1.305, -1.556, 0.311], [-0.015, 1.078, 1.340], [-0.469, 0.080, 0.219], [0.750, 1.046, -3.207], [-0.184, -0.665, -2.146], [-0.186, -1.293, 0.559], [-0.790, 2.270, 1.165], [1.087, 3.068, -1.292], [0.089, -0.816, -4.150], [-0.369, -1.410, 2.742], [-1.863, -1.767, 1.923], [-0.507, -3.010, 1.918], [1.538, -1.257, -0.778], [1.969, -0.998, 0.884], [1.377, -2.618, 0.468], [0.024, 0.649, 2.389], [0.994, 1.317, 1.084], [-1.551, 0.172, -0.021], [-0.451, -1.666, -2.013], [-0.920, 2.737, 2.100], [-1.750, 2.100, 0.723], [-0.328, 2.879, 0.378]],
  "forces_ev_per_angstrom": [[-0.913, -2.358, -1.665], [-2.949, -4.596, 5.557], [3.701, 4.705, -4.540], [-0.655, -1.069, 0.711], [-2.757, -0.491, -2.287], [0.534, -2.392, -0.813], [-0.142, -0.293, -0.580], [0.828, 2.266, 0.712], [-1.470, -2.035, 1.209], [1.518, -0.606, -0.275], [-1.980, 2.564, -0.355], [-0.263, -0.316, -0.205], [0.587, 0.948, -0.527], [0.316, -0.063, -0.294], [1.297, -0.076, -0.811], [-0.285, 2.142, -0.607], [-0.317, -0.947, 1.754], [1.117, 0.905, 1.602], [0.683, -0.324, -0.050], [-0.736, 0.586, -1.372], [0.865, 0.369, 0.138], [-0.380, -0.086, 1.114], [0.443, 1.682, 0.243], [0.058, 0.112, -1.473], [1.258, -0.095, 1.154], [-0.356, -0.533, 1.657]],
  "lowdin_spin": [0.323, 0.584, 0.510, 0.004, 0.018, 0.003, 0.078, 0.028, 0.233, 0.019, 0.005, 0.118, 0.012, 0.000, 0.002, 0.001, 0.009, 0.001, 0.002, 0.000, 0.000, 0.032, 0.009, 0.001, 0.003, 0.004]
}

---

[3]
{
  "formula": "ClFN2O2",
  "method": "ωB97M-V with the def2-TZVPD basis set",
  "homo_energy_ev": [-12.2, -12.2],
  "e_above_lowest_ev": 2.227,
  "gap_ev": [8.0, 8.0],
  "species": ["N", "N", "O", "O", "F", "Cl"],
  "positions_angstrom": [[0.081, 0.571, -0.129], [0.642, -0.833, -0.143], [-1.022, 0.680, -0.472], [0.998, 1.362, 0.128], [-0.763, -1.217, 1.416], [-0.243, -1.750, -1.135]],
  "forces_ev_per_angstrom": [[3.033, 1.264, -0.022], [-1.860, -1.617, 2.309], [-1.470, 1.233, -0.129], [-2.264, -1.518, -0.253], [2.094, 0.579, -1.722], [0.466, 0.058, -0.182]],
  "mulliken_charge": [1.053, 0.011, -0.399, -0.494, -0.410, 0.239]
}

---

[4]
{
  "formula": "C7H11N2",
  "method": "ωB97M-V with the def2-TZVPD basis set",
  "homo_energy_ev": -12.4,
  "total_charge": 1,
  "e_above_lowest_ev": 4.448,
  "gap_ev": 8.9,
  "species": ["C", "C", "C", "C", "C", "C", "C", "N", "N", "H", "H", "H", "H", "H", "H", "H", "H", "H", "H", "H"],
  "positions_angstrom": [[-1.413, 1.099, 0.177], [-0.862, 0.810, 1.443], [1.275, 0.717, -1.293], [-1.422, -1.206, 0.450], [-1.627, -0.034, -0.512], [-0.771, -0.491, 1.615], [2.294, -0.797, 0.381], [1.961, 0.205, -0.513], [0.841, 1.417, -2.238], [-1.475, 2.040, -0.229], [-0.902, 1.521, 2.281], [-2.267, -1.729, 0.728], [-0.746, -2.006, -0.170], [-2.230, -0.353, -1.484], [-0.508, -1.050, 2.541], [2.188, -1.837, -0.149], [3.307, -0.634, 0.828], [1.398, -0.769, 1.177], [0.263, 2.170, -1.965], [0.696, 0.925, -3.068]],
  "forces_ev_per_angstrom": [[0.219, -1.356, -2.041], [-0.457, 1.361, 2.511], [2.561, -1.305, 2.593], [4.840, 0.634, -2.742], [-2.971, -2.471, -0.983], [-0.378, -3.183, 1.153], [-1.422, -2.711, 2.437], [-0.846, 0.657, -1.744], [-0.417, 1.172, -0.381], [-0.533, 2.277, -0.699], [0.856, -0.127, -0.557], [-2.016, -0.978, 0.581], [-1.278, 1.556, 1.718], [1.645, 1.570, 1.871], [-0.212, 0.751, -0.700], [0.478, 2.013, 0.930], [-1.032, -0.243, -0.418], [2.363, -0.189, -1.345], [-0.923, 0.983, -0.232], [-0.476, -0.411, -1.952]],
  "mulliken_charge": [-1.103, -0.229, 0.389, -0.249, -0.173, -0.859, -0.435, 0.086, -0.298, 0.833, 0.408, 0.418, 0.172, 0.302, 0.506, 0.287, 0.277, 0.116, 0.282, 0.273]
}

---

Calculated energy, -4262.321252, -3067.697022, -819.723358, -382.460163 Eh (same order as the records).